Formula: C5H7O4P
Source: OMol25
Level of theory: ωB97M-V/def2-TZVPD

Last column: Löwdin charge in e.
CARTESIAN COORDINATES (ANGSTROEM)
C -0.838 0.112 0.525  -0.339
C 0.060 -0.689 -0.465  -0.176
C -0.607 1.581 0.665  -0.050
C 1.516 -0.874 -0.083  -0.353
C 2.377 0.104 0.555  -0.155
O 4.480 -1.299 0.114  -0.442
O 3.930 0.587 -1.530  -0.462
O 4.939 1.140 0.768  -0.480
O 1.891 -0.919 1.283  -0.031
P 4.183 0.179 -0.102  0.006
H -1.876 -0.047 0.178  0.075
H -0.749 -0.367 1.506  0.085
H -0.378 -1.691 -0.586  0.088
H 0.045 -0.205 -1.448  0.104
H -0.695 2.121 -0.281  0.009
H 0.323 1.824 1.175  -0.002
H 2.024 -1.629 -0.681  0.123

Output
Kohn-Sham gap (alpha / beta)   5.9247 / 4.6555 eV
Largest force on an atom   0.03899 hartree/bohr
Charge   -2

Formula: C6H10
Source: OMol25
Level of theory: ωB97M-V/def2-TZVPD

Last column: Löwdin charge in e.
CARTESIAN COORDINATES (ANGSTROEM)
C 0.864 0.213 -1.504  -0.051
C -0.708 0.099 -1.082  -0.291
C -1.012 -0.829 0.008  -0.137
C 0.104 -0.991 1.002  -0.266
C 0.183 0.487 1.407  -0.166
C 0.187 1.146 -0.638  -0.125
H 1.389 -0.653 -1.107  0.084
H 1.266 0.557 -2.461  0.093
H -1.476 0.289 -1.829  0.124
H -0.991 0.568 0.923  0.152
H -1.688 -1.667 -0.180  0.091
H 1.041 -1.434 0.629  0.097
H -0.221 -1.607 1.848  0.110
H 1.147 1.013 1.418  0.081
H -0.198 0.602 2.435  0.089
H 0.112 2.207 -0.868  0.117

Output
Kohn-Sham gap   7.7912 eV
Largest force on an atom   0.00593 hartree/bohr
Charge   0

Formula: CH2NO3S
Source: OMol25
Level of theory: ωB97M-V/def2-TZVPD

Last column: Löwdin charge in e.
CARTESIAN COORDINATES (ANGSTROEM)
C 0.715 0.930 0.003  -0.397
N -0.602 0.935 0.390  -0.173
O -1.287 -2.087 1.088  -0.560
O 0.008 -1.649 -0.890  -0.538
O -0.277 1.363 -0.928  -0.195
S -1.185 -1.331 -0.159  0.696
H 1.240 1.780 0.505  0.084
H 1.387 0.059 -0.008  0.083

Output
Kohn-Sham gap (alpha / beta)   6.8199 / 6.8216 eV
Largest force on an atom   0.07160 hartree/bohr
Charge   -1

What energy above the lowest of the compared OMol25 structures with the same formula, charge and spin values result from the calculations? In sequence: 335.0, 628.3, 386.2 kJ/mol.